The following is a DFT calculation (the ωB97M-V functional and the def2-TZVPD basis) of a molecular structure, C40H35BrFKN5OS.

Structure (XYZ):
```
85
Properties=species:S:1:pos:R:3:mulliken_charge:R:1
C -3.3415 -0.3691 4.1628 -0.934
C 2.8446 1.5231 -0.3438 0.585
H 1.2657 3.6381 2.4892 0.335
H 3.4210 -0.5453 -5.2542 0.391
C 0.3591 -0.6395 -3.7075 -0.275
C 2.3203 1.1579 -4.5932 0.286
H 2.1117 5.4476 -0.6968 0.380
C 1.9495 1.6891 1.9057 0.675
H -0.6529 1.1193 -3.0249 0.061
C -2.4909 4.4247 0.0485 -0.574
C 1.9949 3.6438 0.4737 0.942
H 1.3922 -2.6743 4.5555 0.526
C 3.1091 -4.0933 -1.1415 -0.796
K 0.0308 -0.8312 -0.2950 0.599
C -1.4093 -1.3819 3.1336 0.006
H -3.5193 -0.5202 0.7908 0.261
C -2.6849 2.2386 -0.8777 0.180
H -3.6172 3.9709 -1.7361 0.566
H -4.6548 -2.1771 -2.0272 0.313
H 0.6134 -4.2993 2.6860 0.296
C 1.8508 -5.5343 0.8687 -0.838
H 1.9058 -0.0066 3.2257 0.277
H -4.8421 0.2372 2.7654 0.449
C 3.4908 0.7008 -1.4227 -1.348
H 4.2878 0.0842 -1.0065 0.513
C -1.7403 3.8717 1.0760 -0.908
C 1.5460 -1.0820 -4.3241 -0.490
C 1.6888 5.1011 0.2462 -1.520
S -0.8726 -1.7758 -3.2076 -0.385
C -3.8715 -0.2171 2.9168 -0.703
H 0.6093 5.2686 0.2096 0.210
C -3.7211 0.5177 -3.7928 -0.617
H -2.7067 5.4855 0.0295 0.415
H 3.8996 1.3364 -2.2078 0.412
N -4.0193 -0.3598 -2.7634 0.434
C -1.4701 -1.1814 5.5790 -0.965
C 0.2348 0.7472 -3.5189 0.408
H -0.9199 2.0274 1.8223 0.345
H 1.0931 2.7126 -3.8014 0.412
C -0.1270 -2.0144 3.2378 -1.047
C -3.6950 0.1152 -1.5475 -0.718
O 2.3980 -2.0772 -0.1577 -0.400
H -5.3581 -1.7367 -3.6010 0.323
C 1.7445 -4.1285 0.8800 0.806
N -3.1949 1.3550 -1.8515 0.536
C 3.1791 -5.4547 -1.1278 -0.409
Br 2.6823 -8.0874 -0.0923 -0.281
C -0.2559 -1.7988 5.6561 -0.851
H -3.6522 -2.2693 -3.4947 0.331
C -2.9861 3.5938 -0.9429 -0.781
C -1.5012 2.5048 1.0417 -0.191
H 3.5847 -3.5225 -1.9296 0.402
H 2.8097 3.3336 -1.4853 0.265
C 0.4122 -2.2179 4.4873 0.270
H -3.8766 -0.0421 5.0478 0.397
H -3.8450 0.2642 -4.8305 0.424
H 1.6865 -2.1472 -4.4526 0.361
N 0.5694 -2.3452 2.0769 0.669
H -1.3395 4.4796 1.8749 0.468
H 0.2097 -1.9657 6.6197 0.375
H 1.3573 -6.0991 1.6521 0.430
H 0.5473 1.0862 3.4411 0.252
H -1.9918 -0.8527 6.4701 0.385
C 2.5674 2.8729 -0.5325 -0.715
H 2.7792 0.0080 -1.8757 -0.051
C 0.9484 -3.5655 1.9375 -0.377
C 2.4059 -3.3354 -0.1342 -0.125
C -3.2241 1.6262 -3.2182 -0.468
C 1.6992 3.0417 1.6894 -0.463
C -3.1284 -0.6562 1.7961 0.057
N -1.9413 1.7029 0.0787 0.482
H 2.0911 5.7242 1.0476 0.361
N -1.9470 -1.2112 1.8938 -0.163
H 2.7305 -0.1166 1.0301 0.426
C 2.5218 0.9393 0.8834 -0.379
H 2.1327 1.5440 4.0522 0.469
C -4.4520 -1.7244 -2.9930 -1.054
C -2.0697 -0.9718 4.3129 1.561
C 1.2028 1.6458 -3.9571 -0.583
F 3.2805 2.0353 -5.0179 -0.425
C 2.5137 -0.1962 -4.7764 -0.632
C 1.6203 1.0438 3.2274 -1.460
H -2.8389 2.5333 -3.6485 0.391
H 3.7158 -5.9839 -1.9059 0.403
C 2.5502 -6.1845 -0.1042 -0.192
```

The gap between HOMO and LUMO comes out at 5.8 eV. Its electronic energy is -5566.42235 hartree. The LUMO energy is 2.040 eV. For the energy above the lowest of the compared OMol25 structures with the same formula, charge and spin, the calculation gives 0.0566 eV. As for the charge: -1. As for the molecular weight: 771.82 g mol⁻¹.

---

The following is a DFT calculation (the ωB97M-V functional and the def2-TZVPD basis) of a molecular structure, C40H35CoN5O4P2S2.

Structure (XYZ):
```
89
Properties=species:S:1:pos:R:3:mulliken_charge:R:1
C -2.8024 2.2639 -3.5652 -0.582
C -2.7518 1.0641 -1.4797 0.638
C -4.0921 3.0540 -1.6953 -0.797
N 0.0183 2.3234 -0.5985 1.388
C 4.0868 -0.6509 -2.0985 -0.671
H -1.9081 -3.1187 -1.5392 0.247
C 1.7323 -0.9254 -1.6652 0.546
H -4.7694 3.7781 -1.2613 0.439
C 0.7790 -2.8363 0.1526 1.275
C -0.4097 4.6751 -0.6509 -0.969
C 3.0506 -0.8940 -1.2120 -0.586
H -3.3665 -1.6903 4.4758 0.147
S -1.0906 -0.5025 3.0081 -0.541
C 2.0902 2.0741 1.6912 0.147
N -1.0378 -1.2002 -1.2862 0.881
C 3.5924 1.8574 1.7744 0.351
H 4.6260 -0.2621 -4.1393 0.382
H 1.3934 -6.4535 1.3719 0.414
H 0.5262 5.7817 -2.2316 0.450
C -3.2045 -2.2694 0.9867 -0.635
H -2.4742 2.3712 -4.5911 0.436
H 4.0148 3.9257 1.5518 0.477
H 3.2670 -1.0613 -0.1636 0.403
C 0.7878 2.4667 -1.6704 -0.237
O 1.6608 3.2226 1.7015 -0.721
H -3.9331 1.9089 0.1116 0.534
H -4.0225 -3.9616 2.0068 0.478
C -2.1675 0.7730 3.3336 0.547
C -1.5123 -2.2913 -2.1330 -1.230
C 0.5414 -3.1800 1.4806 -0.448
C -3.4443 -1.2196 0.0992 1.095
C 1.2584 -3.8070 -0.7295 -0.469
C -0.5539 3.4176 -0.0790 1.144
C 5.4881 0.4193 1.9095 -0.110
C 1.4661 -0.7244 -3.0154 -0.300
P -2.0370 -0.1711 -0.3696 1.064
C 4.4526 2.9415 1.6537 -0.756
C -3.1666 -0.9696 5.2649 -0.709
C 6.3632 1.4866 1.7910 -0.635
H 0.2061 -2.4281 2.1812 0.220
H -2.1782 -1.1429 5.6819 0.253
H -4.9126 -0.2780 -1.1619 0.348
H 7.4283 1.3094 1.7961 0.506
H -4.0373 4.0157 -3.6124 0.390
C 2.5072 -0.4920 -3.9046 -0.596
H 1.4843 -3.5444 -1.7561 0.367
H 1.8425 -5.8498 -0.9838 0.445
H 1.6485 3.7422 -3.1594 0.571
O 7.2399 -1.0647 2.1382 -0.641
C -1.3581 3.2232 1.1202 -0.978
C -2.3363 1.2055 -2.7978 -0.516
H 0.5831 -4.7324 2.9536 0.489
C 1.2172 -5.4418 1.0299 -0.575
C -4.2203 -3.1519 1.3162 -0.861
H -2.2248 -2.3870 1.4300 0.286
O 5.2600 -1.8747 1.9040 -0.594
C 5.8296 2.7585 1.6634 -0.556
N -2.2662 1.9167 2.7014 -1.928
H -1.6298 0.4996 -3.2174 -0.005
C -5.7293 -1.9565 -0.1208 -0.762
H -0.6936 -2.6669 -2.7465 0.423
H 3.4552 -0.2654 2.0241 0.749
C 4.1157 0.5812 1.9156 -0.161
N 6.0380 -0.9434 1.9992 1.061
H -3.9194 -1.0619 6.0473 0.381
C -4.7118 -1.0759 -0.4600 -0.678
Co -0.3223 0.5980 0.8751 0.880
C 1.4691 -5.1043 -0.2939 -0.739
N -1.4041 2.0647 1.6599 1.198
C -3.6265 1.9998 -0.9259 -0.505
H -6.2812 -3.6779 1.0317 0.399
C 3.8160 -0.4498 -3.4465 -0.697
O 1.4233 0.9819 1.6429 -0.723
C 0.3846 4.8114 -1.7737 -0.863
H 5.1062 -0.6182 -1.7357 0.486
C 1.0053 3.6864 -2.2922 -0.779
C -5.4861 -2.9926 0.7679 -0.599
S -3.3315 0.7106 4.6465 -0.056
H -1.9275 4.0430 1.5462 0.450
H -2.3021 -1.9291 -2.7929 0.369
H 2.2941 -0.3403 -4.9550 0.450
P 0.4336 -1.1452 -0.4183 0.415
H 6.4919 3.6085 1.5655 0.401
H 1.2562 1.5687 -2.0498 -0.183
H 0.4430 -0.7289 -3.3716 -0.002
C 0.7596 -4.4797 1.9164 -0.934
H -6.7124 -1.8315 -0.5555 0.433
H -0.8990 5.5271 -0.1982 0.551
C -3.6791 3.1874 -3.0149 -0.675
```

Its spin multiplicity is 2. The gap between HOMO and LUMO (spin up / spin down) comes out at 7.1 / 7.3 eV. Its electronic energy is -4981.87882 hartree. The LUMO energy (spin up / spin down) is -0.120 / -0.106 eV. For the energy above the lowest of the compared OMol25 structures with the same formula, charge and spin, the calculation gives 0.0000 eV. As for the charge: 0. As for the molecular weight: 834.77 g mol⁻¹.